Entry from the OMol25 dataset: a molecular structure, C19H16Br21ClO3 in a non-equilibrium geometry (wB97M-V/def2-TZVPD).

Cartesian coordinates (Å):
C1 7.969 -1.382 3.038
C2 6.537 -0.776 2.613
C3 6.262 -0.317 1.142
C4 4.838 0.215 0.802
C5 3.759 0.277 1.904
C6 2.232 0.768 1.656
C7 1.326 -0.508 2.094
C8 0.227 -0.567 2.998
Cl1 -0.488 0.791 3.954
C9 -0.185 -2.107 2.897
O1 -1.347 -2.659 3.138
O2 0.990 -2.868 2.398
C10 1.645 -1.966 1.477
O3 2.326 -2.258 0.473
C11 4.067 -0.154 3.386
C12 5.472 -0.684 3.749
H1 8.646 -0.542 3.402
H2 7.805 -2.184 3.846
H3 8.399 -1.952 2.129
H4 7.115 -0.399 0.376
H5 4.626 0.529 -0.271
H6 2.029 1.050 0.566
H7 2.032 1.649 2.350
H8 3.295 -0.098 4.226
H9 5.664 -0.996 4.828
C13 2.160 1.508 -2.876
Br1 1.844 3.149 -1.891
Br2 3.835 1.564 -3.852
Br3 2.043 -0.055 -1.733
H10 1.365 1.423 -3.613
C14 -1.422 -0.247 -4.106
Br4 -1.731 1.398 -3.121
Br5 0.250 -0.191 -5.086
Br6 -1.531 -1.809 -2.962
H11 -2.221 -0.333 -4.842
C15 -0.242 3.545 -7.074
Br7 -0.796 5.263 -7.784
Br8 0.747 3.738 -5.414
Br9 -1.739 2.325 -6.888
H12 0.439 3.105 -7.801
C16 -6.128 -1.426 -2.954
Br10 -7.311 -1.130 -4.462
Br11 -5.495 -3.259 -2.884
Br12 -4.662 -0.156 -2.927
H13 -6.713 -1.257 -2.052
C17 -10.087 2.060 -4.858
Br13 -10.626 3.780 -5.573
Br14 -9.087 2.246 -3.208
Br15 -11.596 0.859 -4.655
H14 -9.416 1.608 -5.588
C18 0.453 -5.525 5.101
Br16 2.354 -5.937 5.130
Br17 -0.207 -5.059 6.866
Br18 0.022 -4.158 3.784
H15 -0.063 -6.435 4.799
C19 -3.951 3.186 4.671
Br19 -4.972 3.935 6.140
Br20 -4.657 3.732 2.949
Br21 -2.059 3.584 4.832
H16 -4.055 2.104 4.730

Forces on atoms 1 to 3 (eV/Å):
C -1.25 -0.33 -0.79
C -1.78 0.67 -0.14
C -2.81 0.01 3.45

Output
Charge: 0
Orbital gap, eV: 7.135
HOMO energy, eV: -8.674
LUMO, eV: -1.54

Löwdin population analysis, charges in e, atoms 1 to 5: number 1, C, carries -0.106; number 2, C, carries -0.209; number 3, C, carries -0.014; number 4, C, carries -0.021; number 5, C, carries -0.167

=====

Entry from the OMol25 dataset: 2 unconnected molecules or ions with the total composition CH4N6O in a non-equilibrium geometry (wB97M-V/def2-TZVPD).

Cartesian coordinates (Å):
C1 0.754 -1.377 1.754
N1 -3.218 0.937 1.706
N2 -3.009 -0.371 -1.676
N3 -2.342 0.224 1.677
N4 -2.567 -1.386 -1.723
N5 -3.492 0.698 -1.879
N6 -1.499 -0.664 1.642
O1 -0.157 -0.311 1.773
H1 0.992 -1.922 0.873
H2 0.386 -2.146 2.472
H3 1.706 -0.914 1.862
H4 -3.013 1.429 -1.413

Forces on atoms 1 to 3 (eV/Å):
C -1.12 -1.48 1.03
N -0.06 -0.02 -0.09
N 1.40 -1.24 -0.64

Output
Charge: 0
Orbital gap, eV: 9.508
HOMO energy, eV: -9.229
LUMO, eV: 0.28
Energy relative to the best compared isomer or geometry (same formula, charge and spin), eV: 3.717

Löwdin population analysis, charges in e, atoms 1 to 5: number 1, C, carries -0.106; number 2, N, carries 0.209; number 3, N, carries -0.341; number 4, N, carries -0.188; number 5, N, carries 0.191

=====

Entry from the OMol25 dataset: a molecular structure, C61H49Br2FGeN5OS2Sr in a non-equilibrium geometry (wB97M-V/def2-TZVPD).

Cartesian coordinates (Å):
Sr1 -0.314 -0.012 0.458
S1 -0.571 -0.651 -2.502
C1 0.947 -1.024 -3.253
C2 0.951 -1.191 -4.641
C3 2.081 -1.561 -5.355
C4 2.019 -1.718 -6.774
N1 1.960 -1.846 -7.917
C5 3.283 -1.766 -4.655
C6 3.304 -1.568 -3.283
C7 2.176 -1.173 -2.553
S2 2.379 -0.783 -0.880
C8 4.479 -2.158 -5.333
N2 5.452 -2.481 -5.859
H1 0.023 -1.014 -5.169
H2 4.231 -1.707 -2.742
C9 1.651 -2.780 2.309
C10 1.466 -1.652 3.273
C11 2.116 -1.658 4.527
C12 1.904 -0.642 5.409
C13 1.011 0.399 5.080
C14 0.679 1.478 5.934
Br1 1.509 1.647 7.646
C15 -0.242 2.412 5.559
C16 -0.872 2.319 4.317
Br2 -2.177 3.624 3.872
C17 -0.603 1.309 3.381
O1 -1.171 1.207 2.251
C18 0.392 0.330 3.810
N3 0.656 -0.674 2.933
H3 2.346 -3.524 2.697
H4 2.031 -2.410 1.352
H5 0.692 -3.265 2.119
H6 2.779 -2.478 4.772
H7 2.400 -0.631 6.371
H8 -0.497 3.227 6.222
C19 -1.534 -4.410 -1.695
C20 -0.590 -4.806 -0.559
C21 0.694 -3.979 -0.598
C22 -1.168 -4.848 0.857
C23 -0.905 -6.033 1.542
C24 -1.254 -6.217 2.865
C25 -1.873 -5.178 3.533
C26 -2.175 -3.971 2.910
C27 -2.780 -2.914 3.835
C28 -4.227 -2.498 3.557
C29 -1.897 -1.679 3.992
C30 -1.843 -3.786 1.534
N4 -2.117 -2.548 0.921
C31 -3.335 -2.405 0.389
C32 -4.338 -3.408 0.266
C33 -5.576 -3.153 -0.298
C34 -5.916 -1.900 -0.791
C35 -4.958 -0.889 -0.714
C36 -3.741 -1.165 -0.155
F1 -2.815 -0.147 -0.097
H9 -1.069 -4.678 -2.648
H10 -1.715 -3.341 -1.712
H11 -2.494 -4.922 -1.623
H12 -0.294 -5.843 -0.763
H13 0.488 -2.944 -0.349
H14 1.136 -3.987 -1.597
H15 1.433 -4.362 0.109
H16 -0.389 -6.830 1.015
H17 -1.027 -7.145 3.375
H18 -2.124 -5.298 4.582
H19 -2.802 -3.405 4.816
H20 -4.297 -1.807 2.723
H21 -4.625 -1.993 4.442
H22 -4.861 -3.357 3.336
H23 -1.791 -1.159 3.043
H24 -0.901 -1.952 4.350
H25 -2.342 -0.988 4.714
H26 -4.120 -4.400 0.641
H27 -6.296 -3.964 -0.354
H28 -6.886 -1.710 -1.230
H29 -5.142 0.113 -1.083
N5 1.800 1.644 1.233
C37 2.863 2.014 1.020
C38 4.171 2.486 0.676
C39 4.793 1.976 -0.461
C40 6.042 2.459 -0.817
C41 6.662 3.433 -0.045
C42 6.037 3.930 1.092
C43 4.788 3.460 1.458
H30 4.295 1.200 -1.031
H31 6.532 2.071 -1.700
H32 7.639 3.805 -0.329
H33 6.523 4.689 1.691
H34 4.276 3.848 2.329
C44 1.680 5.709 1.170
C45 2.195 5.453 -0.094
C46 1.576 4.530 -0.928
C47 0.431 3.855 -0.515
C48 -0.075 4.122 0.760
C49 0.536 5.044 1.596
Ge1 -0.406 2.412 -1.591
C50 -2.204 3.098 -2.049
C51 -2.646 4.373 -1.705
C52 -3.903 4.817 -2.095
C53 -4.741 3.987 -2.827
C54 -4.316 2.708 -3.167
C55 -3.061 2.267 -2.774
C56 0.570 2.543 -3.310
C57 1.836 1.967 -3.411
C58 2.573 2.042 -4.584
C59 2.048 2.699 -5.690
C60 0.791 3.281 -5.605
C61 0.061 3.206 -4.424
H35 2.172 6.419 1.825
H36 3.092 5.961 -0.429
H37 1.995 4.334 -1.909
H38 -0.941 3.577 1.122
H39 0.129 5.222 2.584
H40 -2.001 5.032 -1.136
H41 -4.230 5.813 -1.822
H42 -5.724 4.332 -3.125
H43 -4.966 2.051 -3.733
H44 -2.736 1.266 -3.040
H45 2.236 1.422 -2.562
H46 3.545 1.564 -4.643
H47 2.610 2.743 -6.615
H48 0.371 3.790 -6.465
H49 -0.920 3.666 -4.378

Forces on atoms 1 to 3 (eV/Å):
Sr 0.06 -1.47 -0.08
S -0.18 0.32 0.31
C -0.04 -0.02 -0.08

Output
2S+1: 2
Charge: -2
Orbital gap (alpha / beta), eV: 5.600 / 4.996
HOMO energy (alpha / beta), eV: -2.159 / -2.158
LUMO (alpha / beta), eV: 3.44 / 2.84
Energy relative to the best compared isomer or geometry (same formula, charge and spin), eV: 0.782

Löwdin population analysis, charges in e, atoms 1 to 5: number 1, Sr, carries 1.050; number 2, S, carries 0.570; number 3, C, carries -0.704; number 4, C, carries -0.073; number 5, C, carries -0.212

=====

Entry from the OMol25 dataset: a molecular structure, C23H27N2O9S2Zr in a non-equilibrium geometry (wB97M-V/def2-TZVPD).

Cartesian coordinates (Å):
Zr1 4.379 -12.825 12.167
O1 1.617 -15.214 14.994
C1 2.189 -14.070 14.571
O2 2.801 -14.082 13.489
C2 1.957 -12.891 15.465
O3 2.708 -11.771 15.027
C3 2.147 -10.812 14.111
C4 2.727 -11.136 12.786
O4 2.030 -11.718 11.928
O5 4.038 -10.905 12.693
H1 1.755 -15.875 14.277
H2 2.344 -13.127 16.489
H3 0.856 -12.726 15.554
H4 2.442 -9.815 14.433
H5 1.043 -10.843 14.076
C5 9.082 -14.065 9.467
C6 8.691 -12.673 8.944
N1 7.304 -12.631 8.483
C7 7.059 -12.797 7.039
C8 6.807 -11.505 6.293
C9 6.260 -12.515 9.325
S1 6.597 -12.087 11.036
N2 5.032 -12.588 8.781
C10 3.944 -13.056 9.362
O6 3.970 -13.801 10.435
C11 2.613 -12.892 8.710
C12 2.607 -12.184 7.511
C13 1.429 -11.786 6.909
C14 0.180 -12.195 7.435
C15 0.194 -12.941 8.648
C16 1.386 -13.335 9.237
H6 10.013 -13.995 10.047
H7 9.218 -14.764 8.638
H8 8.308 -14.463 10.153
H9 9.320 -12.320 8.104
H10 8.773 -11.932 9.756
H11 6.201 -13.476 6.907
H12 7.949 -13.314 6.668
H13 5.859 -11.027 6.582
H14 6.761 -11.728 5.221
H15 7.603 -10.763 6.448
H16 3.570 -11.898 7.104
H17 1.508 -11.173 6.013
H18 -0.758 -11.930 6.936
H19 -0.748 -13.135 9.148
H20 1.370 -13.974 10.123
C17 11.872 -15.495 15.276
C18 10.395 -15.214 15.064
C19 9.381 -15.454 16.006
C20 8.026 -15.211 15.773
C21 7.567 -14.613 14.554
C22 8.543 -14.385 13.617
C23 9.897 -14.666 13.865
S2 5.793 -14.296 14.241
O7 5.273 -14.845 12.906
O8 5.347 -14.932 15.473
O9 5.418 -12.818 14.180
H21 12.074 -15.874 16.276
H22 12.498 -14.577 15.155
H23 12.242 -16.224 14.534
H24 9.655 -15.889 16.954
H25 7.320 -15.484 16.561
H26 8.307 -13.993 12.627
H27 10.590 -14.423 13.076

Forces on atoms 1 to 3 (eV/Å):
Zr 0.95 -2.21 1.25
O 0.54 1.20 -0.77
C -0.06 -1.99 -1.17

Output
Charge: +1
Orbital gap, eV: 7.840
HOMO energy, eV: -11.607
LUMO, eV: -3.77
Energy relative to the best compared isomer or geometry (same formula, charge and spin), eV: 0.469

Löwdin population analysis, charges in e, atoms 1 to 5: number 1, Zr, carries 1.786; number 2, O, carries 0.163; number 3, C, carries -0.390; number 4, O, carries -0.032; number 5, C, carries -0.067

=====

Entry from the OMol25 dataset: a molecular structure, C5H8O in a non-equilibrium geometry (wB97M-V/def2-TZVPD).

Cartesian coordinates (Å):
C1 -1.524 -0.451 -0.742
C2 -0.293 0.366 -0.480
C3 0.272 0.783 1.318
C4 1.486 0.060 0.864
O1 1.124 -1.287 0.487
C5 1.055 -0.270 -0.486
H1 -1.553 -1.278 -0.034
H2 -1.471 -0.855 -1.760
H3 -2.449 0.133 -0.666
H4 -0.275 1.286 -1.107
H5 -0.277 0.290 2.118
H6 -0.282 1.442 0.639
H7 2.512 0.146 1.214
H8 1.675 -0.363 -1.366

Forces on atoms 1 to 3 (eV/Å):
C 0.01 -0.20 0.06
C 0.10 -0.57 -0.03
C -0.96 -0.85 -1.11

Output
Charge: 0
Orbital gap, eV: 9.676
HOMO energy, eV: -8.599
LUMO, eV: 1.08
Energy relative to the best compared isomer or geometry (same formula, charge and spin), eV: 4.758

Löwdin population analysis, charges in e, atoms 1 to 5: number 1, C, carries -0.069; number 2, C, carries -0.209; number 3, C, carries 0.037; number 4, C, carries -0.269; number 5, O, carries -0.013

=====

Entry from the OMol25 dataset: a molecular structure, C41H39MoNO2PSSi (wB97M-V/def2-TZVPD).

Cartesian coordinates (Å):
Mo1 -1.063 -0.652 0.021
O1 -4.881 1.017 0.187
C1 -3.696 1.083 0.018
O2 -2.901 0.021 -0.080
C2 -3.014 2.411 -0.267
C3 -3.797 3.380 -0.876
C4 -3.256 4.609 -1.226
C5 -1.929 4.891 -0.942
C6 -1.143 3.947 -0.298
C7 -1.670 2.702 0.030
P1 -0.734 1.516 1.037
C8 1.018 1.925 1.042
C9 1.661 2.141 -0.180
C10 3.037 2.285 -0.220
C11 3.778 2.194 0.953
C12 3.143 1.958 2.163
C13 1.764 1.819 2.214
C14 -1.442 1.755 2.681
C15 -1.115 2.914 3.388
C16 -1.746 3.188 4.590
C17 -2.720 2.326 5.076
C18 -3.067 1.190 4.361
C19 -2.430 0.898 3.163
H1 -4.835 3.151 -1.076
H2 -3.877 5.348 -1.714
H3 -1.507 5.852 -1.204
H4 -0.120 4.188 -0.038
H5 1.085 2.192 -1.097
H6 3.533 2.463 -1.164
H7 4.854 2.303 0.919
H8 3.723 1.877 3.073
H9 1.276 1.619 3.158
H10 -0.372 3.599 2.999
H11 -1.484 4.080 5.143
H12 -3.218 2.548 6.011
H13 -3.840 0.528 4.730
H14 -2.702 0.011 2.606
C20 -3.191 -0.348 -5.160
C21 -1.980 0.493 -4.725
C22 -1.361 1.180 -5.950
C23 -2.470 1.569 -3.756
C24 -0.959 -0.439 -4.077
C25 -0.368 -1.458 -4.826
C26 0.557 -2.343 -4.286
C27 0.881 -2.236 -2.946
S1 1.939 -3.211 -1.954
C28 1.475 -2.326 -0.474
N1 0.568 -1.304 -0.809
C29 0.309 -1.228 -2.191
C30 -0.576 -0.310 -2.742
C31 1.718 -1.952 2.032
C32 2.799 -1.785 2.905
C33 2.638 -1.320 4.196
C34 1.369 -1.028 4.689
C35 0.283 -1.122 3.847
C36 0.448 -1.521 2.513
H15 -3.934 0.288 -5.644
H16 -3.657 -0.828 -4.298
H17 -2.905 -1.126 -5.868
H18 -2.089 1.856 -6.399
H19 -1.062 0.462 -6.714
H20 -0.482 1.760 -5.665
H21 -3.194 2.209 -4.262
H22 -1.656 2.209 -3.402
H23 -2.977 1.132 -2.892
H24 -0.622 -1.566 -5.872
H25 1.001 -3.110 -4.907
H26 -0.915 0.556 -2.172
H27 3.792 -2.032 2.553
H28 3.505 -1.204 4.833
H29 1.236 -0.706 5.714
H30 -0.703 -0.843 4.192
C37 4.692 -4.029 0.249
Si1 2.968 -4.290 0.923
C38 3.042 -4.830 2.713
C39 2.092 -5.686 0.023
C40 1.958 -2.658 0.747
C41 -0.568 -1.297 1.540
H31 5.276 -4.947 0.347
H32 5.216 -3.242 0.796
H33 4.680 -3.750 -0.807
H34 3.350 -5.879 2.719
H35 2.067 -4.773 3.202
H36 3.756 -4.277 3.319
H37 2.245 -6.599 0.603
H38 2.481 -5.863 -0.979
H39 1.016 -5.523 -0.055

Forces on atoms 1 to 3 (eV/Å):
Mo -0.54 -0.06 -0.13
O 0.05 -0.10 0.13
C -0.16 0.24 -0.46

Output
Charge: +1
Orbital gap (alpha / beta), eV: 6.128 / 6.125
HOMO energy (alpha / beta), eV: -10.128 / -10.128
LUMO (alpha / beta), eV: -4.00 / -4.00
Energy relative to the best compared isomer or geometry (same formula, charge and spin), eV: 0.000

Löwdin population analysis, charges in e, atoms 1 to 5: number 1, Mo, carries 1.434; number 2, O, carries 0.135; number 3, C, carries -0.564; number 4, O, carries -0.259; number 5, C, carries -0.145